C39H30ClFN5O6PS4Sc | the ωB97M-V functional and the def2-TZVPD basis

The geometry in XYZ format:
```
88
Properties=species:S:1:pos:R:3:forces:R:3:lowdin_charge:R:1
Sc -0.3663 -0.8870 -0.7983 0.0 0.4 0.3 0.5751
Cl 1.8826 -0.4741 2.1754 0.0 0.1 0.0 0.7161
C 1.8030 1.2418 2.4831 0.0 -0.1 0.0 -0.6251
C 2.9210 1.8383 3.0457 0.0 0.0 0.0 -0.1134
C 2.9041 3.1956 3.3230 0.0 0.0 0.0 -0.0855
C 1.7687 3.9406 3.0401 0.0 0.0 0.0 -0.0781
C 0.6641 3.3261 2.4709 0.0 0.0 0.0 -0.0897
C 0.6509 1.9638 2.1724 0.1 -0.1 0.0 -0.3440
P -0.8032 1.1324 1.3907 0.0 0.1 0.2 1.0903
C -1.8551 0.8575 2.8695 0.0 -0.2 0.0 -0.3410
C -2.2566 1.8830 3.7245 0.0 0.0 0.0 -0.0930
C -3.0540 1.6116 4.8227 0.0 0.0 0.0 -0.0883
C -3.4600 0.3074 5.0834 0.0 0.0 0.0 -0.0956
C -3.0602 -0.7194 4.2443 0.0 0.0 0.0 -0.0771
C -2.2598 -0.4467 3.1406 0.0 0.1 0.0 -0.1005
C -1.6187 2.5585 0.5966 0.0 0.0 -0.1 -0.3662
C -0.8783 3.3888 -0.2505 0.0 0.0 0.0 -0.1022
C -1.4969 4.4077 -0.9511 0.0 0.0 0.0 -0.0744
C -2.8677 4.5999 -0.8358 0.0 0.0 0.0 -0.0889
C -3.6145 3.7619 -0.0267 0.0 0.0 0.0 -0.0873
C -2.9952 2.7407 0.6853 0.0 0.0 0.0 -0.1010
H 3.7935 1.2356 3.2576 0.0 0.0 0.0 0.1017
H 3.7774 3.6657 3.7564 0.0 0.0 0.0 0.1017
H 1.7433 5.0022 3.2494 0.0 0.0 0.0 0.1016
H -0.2023 3.9260 2.2271 0.0 0.0 0.0 0.1011
H -1.9518 2.9032 3.5258 0.0 0.0 0.0 0.1017
H -3.3627 2.4173 5.4777 0.0 0.0 0.0 0.0980
H -4.0852 0.0971 5.9427 0.0 0.0 0.0 0.0964
H -3.3650 -1.7394 4.4443 0.0 0.0 0.0 0.1021
H -1.9234 -1.2501 2.4950 0.0 0.0 0.0 0.0248
H 0.1847 3.2220 -0.3684 0.0 0.0 0.0 0.0980
H -0.9131 5.0296 -1.6178 0.0 0.0 0.0 0.1078
H -3.3530 5.3817 -1.4060 0.0 0.0 0.0 0.1027
H -4.6885 3.8837 0.0434 0.0 0.0 0.0 0.1013
H -3.5951 2.0831 1.3031 0.0 0.0 0.0 0.1058
S -0.3655 -2.6259 1.0115 0.1 0.0 -0.1 0.5463
C -1.7024 -3.5720 0.3509 0.0 0.0 0.0 -0.7014
C -2.5201 -4.2813 1.2360 0.0 0.0 0.0 -0.1560
C -3.6087 -5.0143 0.7946 0.0 0.0 -0.1 -0.1229
C -3.9018 -5.0480 -0.5646 0.0 0.0 0.1 -0.1195
C -3.0979 -4.3575 -1.4540 0.0 0.0 -0.1 -0.1392
C -1.9920 -3.6195 -1.0259 0.0 0.0 0.0 -0.6915
S -1.0107 -2.7724 -2.2261 -0.1 -0.3 -0.2 0.6160
H -2.2824 -4.2426 2.2933 0.0 0.0 0.0 0.0905
H -4.2244 -5.5519 1.5058 0.0 0.0 0.0 0.0885
H -4.7543 -5.6088 -0.9289 0.0 0.0 0.0 0.0888
H -3.3216 -4.3707 -2.5141 0.0 0.0 0.0 0.0914
F 1.6671 4.7151 -3.2940 0.0 0.0 0.0 0.0887
C 2.6729 4.0393 -2.7258 0.1 0.0 0.0 -0.1814
C 2.5161 2.7708 -2.3255 -0.1 0.1 -0.1 0.0650
N 3.5442 2.0715 -1.7273 0.0 0.0 0.2 0.0367
C 3.4163 0.7091 -1.1940 0.0 0.1 -0.1 -0.0072
C 1.9955 0.1920 -1.1563 -0.1 0.0 0.0 -0.6493
O 1.7517 -0.9916 -1.4945 0.1 -0.1 -0.1 -0.0624
O 1.0852 0.9384 -0.7136 0.0 -0.1 0.0 -0.1376
C 4.7799 2.6445 -1.5271 0.0 0.0 0.0 -0.4791
O 5.7049 2.0630 -0.9940 0.0 0.0 0.0 0.0733
N 4.9007 3.9424 -1.9817 0.0 0.0 0.0 0.2113
C 3.9314 4.7472 -2.5719 -0.1 0.0 0.0 -0.4076
O 4.1713 5.8905 -2.8962 0.0 0.0 0.0 0.0834
H 1.5682 2.2667 -2.4722 0.0 0.0 0.0 0.1106
H 3.7541 0.7296 -0.1549 0.1 -0.1 0.0 0.1336
H 4.0661 0.0330 -1.7433 -0.1 0.0 0.0 0.1424
H 5.8037 4.3692 -1.8346 0.0 0.0 0.0 0.1643
N -3.7832 -2.1920 -7.5897 0.0 0.0 0.0 0.0856
C -3.2759 -1.3380 -6.6072 0.0 0.0 0.0 -0.3220
C -3.9831 -0.1995 -6.2254 0.0 0.0 0.0 -0.0355
C -3.4627 0.6572 -5.2703 0.0 0.1 0.1 -0.0762
C -2.2300 0.3917 -4.6944 0.0 -0.1 -0.1 -0.2910
C -1.5127 -0.7343 -5.0821 0.0 0.0 0.1 -0.0729
C -2.0289 -1.5909 -6.0309 0.0 0.0 0.0 -0.0251
S -1.5900 1.4284 -3.4205 0.2 0.1 -0.1 0.5784
O -0.1764 1.5997 -3.6646 -0.1 0.1 0.0 -0.3019
O -2.4458 2.5881 -3.3611 0.0 -0.1 0.0 -0.3045
N -1.6749 0.5639 -2.0834 0.4 -0.1 0.2 -0.1888
C -2.8104 0.1780 -1.4806 0.0 0.1 0.0 -0.7467
S -4.4648 0.5169 -1.8476 0.0 0.0 -0.1 1.0651
C -4.9347 -0.5309 -0.5497 -0.1 0.0 0.1 -0.3848
C -3.8500 -1.0440 0.0681 0.1 0.1 -0.2 -0.2188
N -2.6468 -0.6307 -0.4536 -0.3 -0.1 0.2 -0.0705
H -4.7875 -2.1813 -7.6717 0.0 0.0 0.0 0.0813
H -3.4250 -3.1331 -7.5460 0.0 0.0 0.0 0.0831
H -4.9464 0.0092 -6.6764 0.0 0.0 0.0 0.1067
H -4.0075 1.5396 -4.9614 0.0 0.0 0.0 0.1050
H -0.5540 -0.9434 -4.6269 0.0 0.0 0.0 0.1030
H -1.4730 -2.4759 -6.3164 0.0 0.0 0.0 0.1136
H -5.9734 -0.7068 -0.3269 0.0 0.0 0.0 0.0574
H -3.8607 -1.7466 0.8869 0.0 0.0 0.0 0.1092
```
Positions in Å, forces in eV/Å.

E = -149245.903 eV
Total charge = -1
HOMO level = -4.66 eV
Frontier orbital gap = 6.94 eV